Record 1
This record from the Open Molecules 2025 dataset describes a structure of composition C7H14PSTm. The level of theory is wB97M-V/def2-TZVPD.

Geometry as ORCA input:
```
! RIJCOSX wB97M-V def2-TZVPD def2/J DEFGRID3
* xyz 0 3
C -0.794 -0.697 -2.672
C -1.552 0.465 -2.320
C -0.688 1.469 -1.838
C 0.654 1.026 -1.974
C 0.657 -0.341 -2.448
Tm -0.166 -0.920 -0.161
P -0.386 -3.577 -0.070
H -1.125 -1.521 -3.294
H -2.656 0.525 -2.363
H -0.991 2.399 -1.341
H 1.497 -0.878 -2.857
H 1.557 1.585 -1.712
H 0.759 -4.337 -0.527
H -1.500 -4.282 -0.667
H -0.486 -3.991 1.328
C 0.451 0.166 3.130
S 0.393 0.967 1.512
C 0.698 2.716 1.915
H 0.238 -0.896 2.998
H -0.300 0.628 3.789
H 1.454 0.305 3.554
H -0.054 3.067 2.640
H 1.697 2.815 2.365
H 0.640 3.307 1.013
*
```

Results
- relative energy (zero: lowest compared OMol25 entry of this formula, charge and spin) (kcal per mole) = 0.0
- E_tot (eV) = -57135.12061
- <S²> = 2.02
- orbital gap (spin up / spin down) (hartree) = 0.1558 / 0.2206

Taken from the natural (NBO) analysis, the atomic charges in e are: number 1, C, carries -0.44; number 2, C, carries -0.31; number 3, C, carries -0.35; number 4, C, carries -0.33; number 5, C, carries -0.47; number 6, Tm, carries 0.67; number 7, P, carries -0.11; number 8, H, carries 0.23; number 9, H, carries 0.22; number 10, H, carries 0.22; number 11, H, carries 0.24; number 12, H, carries 0.22; number 13, H, carries 0.04; number 14, H, carries 0.00; number 15, H, carries 0.05; number 16, C, carries -0.75; number 17, S, carries 0.20; number 18, C, carries -0.72; number 19, H, carries 0.25; number 20, H, carries 0.22; number 21, H, carries 0.22; number 22, H, carries 0.23; number 23, H, carries 0.23; number 24, H, carries 0.24

=====

Record 2
This record from the Open Molecules 2025 dataset describes a cluster of 2 separate species, C7H8N2O2 in total. The level of theory is wB97M-V/def2-TZVPD.

Geometry as ORCA input:
```
! RIJCOSX wB97M-V def2-TZVPD def2/J DEFGRID3
* xyz 0 1
C -0.757 1.205 -2.211
C -1.530 0.239 -1.468
C 0.573 1.011 -1.902
C -0.641 -0.377 -0.625
C 2.055 0.229 2.054
C 1.239 1.263 1.895
C -1.873 -1.848 0.610
N 0.643 0.025 -0.955
N -0.818 -1.216 0.426
O 1.801 -1.020 1.560
O 0.596 2.231 1.946
H -1.007 2.050 -2.763
H -2.570 0.229 -1.337
H 1.497 1.473 -2.107
H 3.082 0.406 2.072
H 0.873 -1.177 1.649
H -2.741 -2.049 -0.049
H -1.815 -2.315 1.612
H 1.395 -0.360 -0.406
*
```

Results
- structure (SMILES) = C=Nc1ccc[nH]1.O=C=CO
- relative energy (zero: lowest compared OMol25 entry of this formula, charge and spin) (kcal per mole) = 87.2
- E_tot (eV) = -14460.67577
- orbital gap (hartree) = 0.3189

Taken from the natural (NBO) analysis, the atomic charges in e are: number 1, C, carries -0.29; number 2, C, carries -0.30; number 3, C, carries -0.05; number 4, C, carries 0.23; number 5, C, carries -0.22; number 6, C, carries 0.63; number 7, C, carries -0.03; number 8, N, carries -0.51; number 9, N, carries -0.46; number 10, O, carries -0.70; number 11, O, carries -0.43; number 12, H, carries 0.22; number 13, H, carries 0.22; number 14, H, carries 0.21; number 15, H, carries 0.22; number 16, H, carries 0.50; number 17, H, carries 0.17; number 18, H, carries 0.17; number 19, H, carries 0.44

=====

Which formula does entry 2 have? C7H8N2O2

=====

Copy entry 1 word for word.
This record from the Open Molecules 2025 dataset describes a structure of composition C7H14PSTm. The level of theory is wB97M-V/def2-TZVPD.

Geometry as ORCA input:
```
! RIJCOSX wB97M-V def2-TZVPD def2/J DEFGRID3
* xyz 0 3
C -0.794 -0.697 -2.672
C -1.552 0.465 -2.320
C -0.688 1.469 -1.838
C 0.654 1.026 -1.974
C 0.657 -0.341 -2.448
Tm -0.166 -0.920 -0.161
P -0.386 -3.577 -0.070
H -1.125 -1.521 -3.294
H -2.656 0.525 -2.363
H -0.991 2.399 -1.341
H 1.497 -0.878 -2.857
H 1.557 1.585 -1.712
H 0.759 -4.337 -0.527
H -1.500 -4.282 -0.667
H -0.486 -3.991 1.328
C 0.451 0.166 3.130
S 0.393 0.967 1.512
C 0.698 2.716 1.915
H 0.238 -0.896 2.998
H -0.300 0.628 3.789
H 1.454 0.305 3.554
H -0.054 3.067 2.640
H 1.697 2.815 2.365
H 0.640 3.307 1.013
*
```

Results
- relative energy (zero: lowest compared OMol25 entry of this formula, charge and spin) (kcal per mole) = 0.0
- E_tot (eV) = -57135.12061
- <S²> = 2.02
- orbital gap (spin up / spin down) (hartree) = 0.1558 / 0.2206

Taken from the natural (NBO) analysis, the atomic charges in e are: number 1, C, carries -0.44; number 2, C, carries -0.31; number 3, C, carries -0.35; number 4, C, carries -0.33; number 5, C, carries -0.47; number 6, Tm, carries 0.67; number 7, P, carries -0.11; number 8, H, carries 0.23; number 9, H, carries 0.22; number 10, H, carries 0.22; number 11, H, carries 0.24; number 12, H, carries 0.22; number 13, H, carries 0.04; number 14, H, carries 0.00; number 15, H, carries 0.05; number 16, C, carries -0.75; number 17, S, carries 0.20; number 18, C, carries -0.72; number 19, H, carries 0.25; number 20, H, carries 0.22; number 21, H, carries 0.22; number 22, H, carries 0.23; number 23, H, carries 0.23; number 24, H, carries 0.24

=====

Copy entry 2 word for word.
This record from the Open Molecules 2025 dataset describes a cluster of 2 separate species, C7H8N2O2 in total. The level of theory is wB97M-V/def2-TZVPD.

Geometry as ORCA input:
```
! RIJCOSX wB97M-V def2-TZVPD def2/J DEFGRID3
* xyz 0 1
C -0.757 1.205 -2.211
C -1.530 0.239 -1.468
C 0.573 1.011 -1.902
C -0.641 -0.377 -0.625
C 2.055 0.229 2.054
C 1.239 1.263 1.895
C -1.873 -1.848 0.610
N 0.643 0.025 -0.955
N -0.818 -1.216 0.426
O 1.801 -1.020 1.560
O 0.596 2.231 1.946
H -1.007 2.050 -2.763
H -2.570 0.229 -1.337
H 1.497 1.473 -2.107
H 3.082 0.406 2.072
H 0.873 -1.177 1.649
H -2.741 -2.049 -0.049
H -1.815 -2.315 1.612
H 1.395 -0.360 -0.406
*
```

Results
- structure (SMILES) = C=Nc1ccc[nH]1.O=C=CO
- relative energy (zero: lowest compared OMol25 entry of this formula, charge and spin) (kcal per mole) = 87.2
- E_tot (eV) = -14460.67577
- orbital gap (hartree) = 0.3189

Taken from the natural (NBO) analysis, the atomic charges in e are: number 1, C, carries -0.29; number 2, C, carries -0.30; number 3, C, carries -0.05; number 4, C, carries 0.23; number 5, C, carries -0.22; number 6, C, carries 0.63; number 7, C, carries -0.03; number 8, N, carries -0.51; number 9, N, carries -0.46; number 10, O, carries -0.70; number 11, O, carries -0.43; number 12, H, carries 0.22; number 13, H, carries 0.22; number 14, H, carries 0.21; number 15, H, carries 0.22; number 16, H, carries 0.50; number 17, H, carries 0.17; number 18, H, carries 0.17; number 19, H, carries 0.44